1.
This record from the Open Molecules 2025 dataset describes C44H52AsI2N2O5RuSi as an isolated structure at a distorted geometry. The level of theory is ωB97M-V/def2-TZVPD.

```
108
Properties=species:S:1:pos:R:3:forces:R:3
Ru 0.92757 0.46464 -0.62966 2.17 0.14 0.77
O 4.04986 2.64609 1.64748 0.34 -0.56 -0.36
C 3.11749 1.98941 1.21141 -1.95 1.38 0.90
O 3.06732 0.95255 0.49216 0.19 -0.74 -0.66
C 1.59918 2.51122 1.59163 2.80 -0.45 0.24
O 1.44377 3.28885 2.50939 -0.71 -0.13 -0.37
O 0.71989 1.95708 0.84011 -1.48 -0.31 -1.17
I -0.73346 -2.89982 -4.14774 0.25 0.09 -0.15
C 1.13921 -1.95612 -4.23214 -0.50 0.16 0.70
C 1.98066 -2.14379 -5.32678 0.24 0.05 -0.13
C 3.19616 -1.51406 -5.37491 0.11 -0.25 -0.50
I 4.41837 -1.85450 -7.06704 -0.18 0.06 0.26
C 3.62789 -0.67839 -4.32380 -0.15 0.10 0.33
C 4.87169 -0.01333 -4.25254 0.05 0.08 0.08
C 5.18179 0.73896 -3.15307 0.02 -0.11 -0.23
C 4.24240 0.86660 -2.11636 -0.03 0.10 0.17
N 3.06690 0.29299 -2.16971 -0.27 -0.04 0.05
C 2.75038 -0.48535 -3.22479 0.08 -0.14 -0.21
C 1.46477 -1.12691 -3.15662 0.13 -0.28 -0.62
O 0.66840 -0.94240 -2.15644 -0.06 0.52 0.76
H 1.65975 -2.78839 -6.13308 0.03 0.01 -0.01
H 5.57356 -0.11210 -5.07015 0.01 -0.02 0.00
H 6.13824 1.23690 -3.07418 -0.01 0.02 0.02
H 4.45777 1.43583 -1.21938 -0.04 -0.03 0.00
C 0.47059 1.74221 -4.02276 0.15 -0.28 0.47
Si 0.24447 2.23141 -2.17377 -1.04 0.87 -0.90
C -1.70531 2.18559 -1.93810 0.32 0.08 0.20
C -2.44255 3.00290 -3.00080 0.14 -0.02 -0.01
C -2.12965 2.67973 -0.54932 0.03 -0.09 -0.06
C -2.12803 0.71450 -2.06588 0.12 0.14 -0.04
C 1.08256 3.99674 -2.10319 -0.04 -0.27 0.43
C 0.56968 4.89213 -3.23549 -0.10 -0.18 -0.09
C 2.59332 3.80245 -2.27365 -0.05 -0.12 -0.01
C 0.85534 4.72950 -0.77596 0.01 -0.04 0.00
H -0.01976 2.47127 -4.66848 -0.03 0.06 0.07
H 0.03811 0.76338 -4.23984 -0.01 0.04 0.02
H 1.52500 1.70155 -4.30443 -0.01 0.03 -0.03
H -2.22583 4.06793 -2.90547 -0.08 -0.01 -0.02
H -3.52495 2.87033 -2.88597 -0.01 -0.01 0.01
H -2.17216 2.68742 -4.01069 -0.05 0.03 -0.02
H -1.90551 3.73844 -0.41150 -0.03 -0.04 0.05
H -1.62321 2.12596 0.24386 -0.03 0.10 0.05
H -3.21183 2.54480 -0.42392 -0.02 -0.02 -0.02
H -1.89351 0.30659 -3.05133 0.01 -0.08 0.04
H -3.20656 0.60959 -1.89901 -0.01 0.02 0.04
H -1.62133 0.09555 -1.31776 -0.11 -0.08 -0.06
H 0.71125 4.43879 -4.21793 0.00 0.05 -0.01
H 1.12106 5.83856 -3.22574 0.02 0.00 0.04
H -0.48972 5.12407 -3.11555 0.05 0.05 -0.04
H 2.83741 3.31857 -3.22375 0.04 0.01 0.01
H 2.99695 3.19262 -1.46290 0.03 0.05 0.00
H 3.10030 4.77316 -2.24642 0.00 0.02 -0.01
H -0.20269 4.82282 -0.52704 0.06 0.04 0.00
H 1.27446 5.74068 -0.83927 0.01 0.01 -0.04
H 1.34877 4.22717 0.05240 -0.08 0.10 -0.04
C 0.47182 -2.77719 7.61424 -0.03 0.03 -0.07
C 0.11161 -2.23623 6.25671 0.06 0.02 -0.02
C -1.07555 -2.57871 5.62964 0.03 0.03 0.04
C -1.41322 -2.10266 4.36519 -0.04 -0.03 -0.13
C -2.71569 -2.59657 3.78743 0.09 0.06 0.01
C -0.53240 -1.23883 3.69011 -0.04 0.03 -0.21
As -0.81561 -0.29189 1.92706 -0.72 -0.24 0.94
N 0.49726 -0.95451 0.82136 -0.17 0.23 -0.66
C 1.31529 -2.04975 0.96834 0.42 -0.63 0.15
C 2.52224 -2.11290 0.23500 -0.27 0.18 0.07
C 3.34498 -3.21726 0.30094 0.04 -0.16 0.04
C 3.01078 -4.30469 1.09901 0.03 0.01 0.02
C 1.84223 -4.25818 1.84792 0.08 -0.06 -0.03
C 1.01165 -3.15767 1.78994 -0.13 0.30 -0.17
C -2.58119 -0.91220 1.19987 0.30 -0.09 -0.09
C -3.65334 -0.11468 1.61488 0.09 0.13 0.10
C -3.51891 1.00162 2.62692 0.01 -0.12 -0.03
C -4.93139 -0.34280 1.11022 -0.05 -0.02 -0.07
C -5.18112 -1.34011 0.18701 -0.07 0.05 0.04
C -6.56464 -1.59277 -0.34851 0.07 0.02 0.01
C -4.10645 -2.10923 -0.24041 0.07 0.07 0.03
C -2.81542 -1.91258 0.23475 -0.08 -0.08 0.04
C -1.74575 -2.80982 -0.31828 0.05 0.09 0.01
C 0.66926 -0.87442 4.32481 0.08 0.10 -0.06
C 1.68679 0.06306 3.71979 -0.12 -0.07 0.03
C 0.96989 -1.38295 5.58386 -0.04 -0.03 0.02
H -0.29460 -3.46212 7.97659 0.01 0.00 0.04
H 0.58132 -1.96588 8.33624 -0.01 -0.02 0.03
H 1.42180 -3.31320 7.57728 0.00 -0.01 0.02
H -1.76383 -3.24931 6.13441 -0.01 -0.01 -0.02
H -3.14758 -3.35316 4.44268 0.00 0.00 -0.01
H -2.57368 -3.03642 2.80127 -0.04 0.01 -0.06
H -3.43601 -1.78653 3.68236 -0.07 -0.02 -0.06
H 2.81845 -1.26370 -0.36481 0.07 -0.05 0.03
H 4.26272 -3.23336 -0.27370 0.00 0.04 -0.02
H 3.65545 -5.17325 1.14054 0.01 0.00 0.01
H 1.56778 -5.09258 2.48190 0.00 0.00 0.00
H 0.10647 -3.15144 2.37337 -0.10 0.00 0.04
H -2.49343 1.14515 2.96128 -0.09 0.13 0.06
H -4.13683 0.79646 3.50390 0.01 -0.02 0.01
H -3.86441 1.93981 2.18999 0.03 0.04 0.02
H -5.74675 0.28664 1.45427 -0.01 0.00 0.01
H -7.28740 -0.90402 0.08803 -0.01 0.00 -0.01
H -6.88467 -2.61197 -0.12375 -0.03 0.00 -0.02
H -6.58503 -1.47114 -1.43310 -0.04 -0.01 0.00
H -4.27597 -2.88965 -0.97552 0.01 0.00 -0.01
H -2.17239 -3.50502 -1.04036 -0.01 -0.01 0.01
H -1.26808 -3.39399 0.46558 0.11 -0.02 0.09
H -0.97251 -2.23823 -0.82992 0.10 -0.03 0.00
H 1.58262 0.17384 2.64574 0.09 0.02 -0.03
H 2.69584 -0.30475 3.90728 0.01 0.01 0.01
H 1.60019 1.05678 4.16287 0.01 0.03 -0.05
H 1.91115 -1.09750 6.04367 0.01 0.00 -0.01
```
Positions in Å, forces in eV/Å.

The calculation puts the relative energy (zero: lowest compared OMol25 entry of this formula, charge and spin) at 0.0 kcal/mol. The value obtained for the total energy is -5409.19960 hartree. As for the expectation value of S²: 6.03. Its charge is -1. As for the spin multiplicity: 5. As for the HOMO energy (spin up / spin down): -5.107 / -5.135 eV.

2.
This record from the Open Molecules 2025 dataset describes C20H27ClCrN4O5 as an isolated structure at a distorted geometry. The level of theory is ωB97M-V/def2-TZVPD.

```
58
Properties=species:S:1:pos:R:3:forces:R:3
Cr 0.60674 0.97802 0.27158 0.13 0.75 -0.69
O 0.51180 3.67455 2.94294 -0.03 0.00 -0.09
Cl 1.27613 2.67398 2.28390 0.46 1.24 2.09
O 2.57412 2.54625 2.84865 0.16 -0.03 -0.06
O 0.58215 1.39388 2.38714 -0.40 -0.69 -0.43
O 1.37765 2.98600 0.87384 0.07 -0.47 -1.29
N 0.70439 1.08016 -1.91440 0.02 0.34 0.20
C -0.37387 1.74648 -2.68558 -0.02 0.05 0.10
C -0.65028 3.16064 -2.16358 -0.17 -0.12 0.03
C -2.12397 3.39080 -1.80745 0.13 -0.07 0.11
C -2.67064 2.47448 -0.71629 0.03 0.04 -0.03
N -1.82645 2.49218 0.47347 0.27 0.19 0.05
H 1.58384 1.56369 -2.07645 0.17 -0.12 -0.09
H 0.80480 0.13348 -2.26411 0.11 -0.04 0.10
H -1.27315 1.13762 -2.58484 0.11 -0.10 -0.01
H -0.09858 1.77106 -3.74367 -0.08 -0.02 0.00
H -0.36307 3.90834 -2.90494 0.11 -0.03 0.02
H -0.03258 3.32174 -1.27773 -0.02 0.12 0.00
H -2.74405 3.25030 -2.69711 0.00 0.09 -0.04
H -2.23884 4.43288 -1.49312 -0.06 0.00 -0.04
H -2.69584 1.43821 -1.05873 -0.08 -0.01 -0.03
H -3.70526 2.77656 -0.51045 0.00 -0.04 -0.02
H -2.26635 1.97840 1.22695 0.12 -0.09 0.00
H -1.67132 3.43958 0.80215 -0.05 0.04 0.05
C 5.46712 1.48668 0.45267 -0.10 0.05 0.21
C 4.38627 0.69415 -0.22819 0.03 0.02 -0.41
O 3.49259 1.20502 -0.88966 -0.12 0.25 0.12
N 4.51523 -0.65379 -0.16391 -0.31 -0.30 0.26
C 3.47267 -1.52277 -0.68076 -0.06 0.20 0.06
C 2.48010 -1.99930 0.36257 -0.06 0.10 0.20
C 2.27181 -3.36520 0.48922 0.04 -0.13 -0.04
C 1.43174 -3.84700 1.47862 -0.02 0.20 0.02
C 0.83792 -2.92808 2.32359 -0.01 -0.35 0.10
C 1.07320 -1.58500 2.11568 0.14 0.49 -0.08
N 1.85396 -1.09813 1.14363 0.49 -0.62 -0.17
H 5.09502 2.48294 0.66691 -0.04 0.05 -0.02
H 6.33774 1.56275 -0.19986 -0.04 -0.03 -0.03
H 5.76761 1.01608 1.38862 0.06 0.00 -0.01
H 5.14943 -1.04834 0.50965 0.06 0.07 0.03
H 3.94621 -2.38947 -1.13976 -0.08 -0.02 -0.07
H 2.95807 -0.95178 -1.45249 0.02 -0.04 -0.05
H 2.77759 -4.04785 -0.18193 0.03 0.02 0.02
H 1.26589 -4.90865 1.60091 -0.02 -0.02 -0.02
H 0.20010 -3.25113 3.13457 -0.03 0.07 -0.01
H 0.61986 -0.83864 2.75392 -0.08 -0.05 -0.01
C -0.84021 -0.33716 0.09202 -1.01 -0.93 0.13
C -1.85137 -1.01933 0.14946 0.27 0.05 -0.18
C -3.02530 -1.83425 0.17183 -0.14 -0.08 -0.02
C -3.76923 -1.99391 1.34581 0.04 0.00 -0.04
C -4.90443 -2.78654 1.35509 -0.07 -0.05 0.01
C -5.32073 -3.43231 0.19926 -0.01 0.00 -0.01
C -4.59233 -3.27842 -0.97255 -0.04 -0.03 0.01
C -3.45675 -2.48685 -0.98909 0.01 0.01 0.05
H -3.44529 -1.49033 2.24738 0.02 0.01 -0.01
H -5.47335 -2.90603 2.26876 0.02 0.03 0.01
H -6.20882 -4.05089 0.21088 0.00 0.00 0.00
H -4.91491 -3.78164 -1.87550 0.02 0.02 -0.01
H -2.88474 -2.36409 -1.89950 0.00 0.00 0.00
```
Positions in Å, forces in eV/Å.

The calculation puts the relative energy (zero: lowest compared OMol25 entry of this formula, charge and spin) at 50.4 kcal/mol. The value obtained for the total energy is -2877.95088 hartree. As for the expectation value of S²: 6.02. As for the spin multiplicity: 5. As for the HOMO energy (spin up / spin down): -7.516 / -7.961 eV.

3.
This record from the Open Molecules 2025 dataset describes one molecule with the formula C21H23N3O4. The level of theory is ωB97M-V/def2-TZVPD.

```
51
Properties=species:S:1:pos:R:3:forces:R:3
C 3.44492 3.02894 0.84099 -0.01 -0.18 0.04
C 2.37096 2.00325 0.74186 -0.16 0.54 0.03
C 1.02284 2.17513 0.65671 0.14 -0.12 -0.03
C 0.42435 0.88205 0.60947 0.72 -0.32 0.05
C 1.46689 -0.03929 0.66804 -0.63 -0.07 0.00
N 2.63100 0.64945 0.75549 -0.32 0.08 0.06
C 3.94808 0.07596 0.79833 0.42 -0.15 -0.51
H 4.59561 0.73183 1.38562 -0.06 -0.09 0.01
H 3.89707 -0.90104 1.28432 0.08 0.09 0.02
C 4.56194 -0.10256 -0.60652 0.11 0.35 0.35
C 6.08614 -0.31376 -0.54296 -0.19 -0.11 -0.12
H 6.63355 0.59783 -0.77005 0.02 0.05 0.07
C 6.32415 -1.42361 -1.56512 -0.24 -0.03 0.05
H 7.20087 -2.02710 -1.34473 0.07 -0.02 -0.03
C 5.02171 -2.21044 -1.44746 0.31 -0.24 -0.05
H 4.76856 -2.78518 -2.33897 0.03 -0.02 0.07
O 4.01447 -1.23561 -1.26522 -0.22 0.13 -0.06
H 5.05730 -2.88928 -0.58193 0.01 0.01 -0.09
H 6.41701 -1.00603 -2.56769 0.03 -0.03 -0.03
H 6.37168 -0.65530 0.45347 0.05 0.02 0.06
H 4.30218 0.77322 -1.21573 0.04 -0.06 0.12
C 1.41066 -1.52032 0.64005 0.00 -0.13 -0.08
H 1.76878 -1.94155 1.58105 0.03 -0.08 0.06
H 0.38120 -1.82979 0.49075 0.04 -0.02 0.05
H 2.02733 -1.90228 -0.17200 0.03 -0.08 0.03
C -0.98410 0.57153 0.50991 -0.35 0.20 0.00
O -1.45372 -0.54923 0.49952 -0.12 0.00 -0.03
C -1.89594 1.80036 0.41628 0.07 -0.05 -0.24
H -1.79279 2.40587 1.32127 0.00 -0.04 -0.11
O -3.24834 1.39406 0.31558 -0.03 -0.14 0.32
C -3.87787 1.61717 -0.84929 0.23 0.53 -0.55
O -3.41133 2.25227 -1.76055 -0.17 -0.14 0.17
C -5.19763 0.96991 -0.83164 -0.71 -0.42 0.03
N -6.23246 1.43798 -1.49968 0.46 0.56 -0.25
N -7.25478 0.61452 -1.28037 -0.02 -0.09 0.05
C -6.91434 -0.42523 -0.46999 0.66 -0.05 0.27
C -7.63845 -1.51279 0.00954 -0.11 -0.12 0.04
C -6.96254 -2.40193 0.81320 -0.21 0.04 -0.10
C -5.60684 -2.23035 1.12763 0.21 -0.02 0.08
C -4.88355 -1.15881 0.65965 -0.07 -0.12 0.08
C -5.55149 -0.23195 -0.14247 -0.55 0.06 -0.19
H -3.83669 -1.03250 0.88542 0.12 0.01 0.04
H -5.12402 -2.96717 1.75210 0.06 -0.05 0.05
H -7.48491 -3.26129 1.20760 -0.06 -0.06 0.02
H -8.67846 -1.65117 -0.24439 -0.10 -0.05 0.01
H -8.14985 0.81192 -1.69814 0.18 0.02 0.05
H -1.62856 2.39661 -0.46424 0.03 -0.05 0.24
H 0.51419 3.11723 0.62985 -0.04 0.28 -0.01
H 2.99765 4.01656 0.77531 0.02 0.06 -0.01
H 4.17367 2.92509 0.03760 0.11 0.08 -0.05
H 3.97387 2.95681 1.79260 0.09 0.07 0.03
```
Positions in Å, forces in eV/Å.

As for the SMILES: Cc1cc(C(=O)COC(=O)c2n[nH]c3ccccc23)c(C)n1C[C@H]1CCCO1. The calculation puts the relative energy (zero: lowest compared OMol25 entry of this formula, charge and spin) at 52.4 kcal/mol. The value obtained for the total energy is -1279.26948 hartree. As for the HOMO energy: -8.095 eV.

4.
This record from the Open Molecules 2025 dataset describes a 2-piece molecular cluster, CH2NO4 overall at a distorted geometry. The level of theory is ωB97M-V/def2-TZVPD.

```
8
Properties=species:S:1:pos:R:3:forces:R:3
C 0.49680 -0.16628 -0.82514 -2.40 -0.56 0.56
N -0.48741 0.98913 1.19415 -1.65 1.35 3.25
O -0.59432 -0.49138 -0.19341 1.24 -1.38 -1.12
O 0.90913 0.96699 -0.85529 1.83 -0.25 -1.67
O 1.11628 -1.29526 -1.55113 -1.18 0.37 2.03
O -0.63150 0.70440 2.40575 0.29 -0.14 -1.67
H -1.47405 1.34593 0.89745 1.21 -0.64 -0.40
H 0.66507 -2.05354 -1.07237 0.66 1.26 -0.98
```
Positions in Å, forces in eV/Å.

The calculation puts the relative energy (zero: lowest compared OMol25 entry of this formula, charge and spin) at 10.0 kcal/mol. The value obtained for the total energy is -394.98237 hartree. Its charge is -1. As for the HOMO energy: -3.809 eV.

- The highest relative energy (zero: lowest compared OMol25 entry of this formula, charge and spin) belongs to which entry?
  C21H23N3O4

- Which of these has the highest relative energy (zero: lowest compared OMol25 entry of this formula, charge and spin)?
  C21H23N3O4